ORCA calculation (ωB97M-V/def2-TZVPD) on a 15-piece molecular cluster, C38H111N21O20 overall in a non-equilibrium geometry.

Positions of all 190 atoms, in Å:
C -0.90308 -1.91513 -2.93438
O -0.73499 -2.56956 -3.96170
N -2.13682 -1.85699 -2.34161
N -0.01274 -1.12941 -2.29801
H -2.32420 -1.27951 -1.54324
H -2.81696 -2.43476 -2.82390
H -0.23867 -0.70245 -1.39426
H 0.90220 -1.02981 -2.70264
C -0.71176 -3.95525 1.02845
O 0.34764 -3.82184 1.66869
N -1.40851 -5.10588 0.90310
N -1.27745 -2.90158 0.39090
H -1.00758 -5.76384 1.55644
H -2.41915 -4.93640 0.77190
H -0.84409 -2.00627 0.51378
H -1.81685 -3.21598 -0.39975
C -6.78904 -1.49344 0.20604
O -6.28025 -1.64974 -0.90623
N -6.48279 -0.46824 1.04551
N -7.69277 -2.35013 0.70745
H -5.74963 0.11723 0.67435
H -7.09487 -0.01561 1.69909
H -8.14109 -2.07506 1.56213
H -7.97216 -3.15990 0.18647
C 0.48387 3.85910 -1.23354
O -0.18724 4.89771 -1.24248
N 0.24334 2.70134 -1.86345
N 1.67999 3.82512 -0.58791
H 0.90815 1.95785 -1.70222
H -0.62746 2.61020 -2.36707
H 2.28785 3.04405 -0.77727
H 2.02633 4.67915 -0.19143
C -5.15033 5.46299 2.68626
O -6.20490 5.99932 2.37114
N -3.96782 5.67491 2.04499
N -4.98555 4.63603 3.74886
H -3.96478 6.13418 1.15288
H -3.20980 5.07410 2.32329
H -4.10749 4.17605 3.93702
H -5.79331 4.47076 4.32112
C -1.35386 2.56822 4.22291
O -2.41906 3.03630 3.77182
N -0.23716 3.31213 4.26320
N -1.24317 1.37401 4.83064
H 0.53114 3.06168 4.86665
H -0.30063 4.19516 3.78665
H -2.07033 0.78797 4.79970
H -0.41593 1.07792 5.32889
C -4.78098 0.29060 4.49754
O -3.65669 -0.15469 4.31380
N -5.62212 -0.18909 5.45783
N -5.38557 1.31244 3.83262
H -5.25574 -0.88728 6.08217
H -6.52455 0.21600 5.60107
H -4.85568 1.78355 3.11306
H -6.15459 1.86108 4.16361
C 1.81689 0.31851 4.76525
O 1.48957 1.11715 5.65085
N 1.38232 -0.97225 4.76554
N 2.56048 0.55874 3.66208
H 1.71070 -1.63689 4.08683
H 0.97489 -1.29371 5.62787
H 2.96821 1.48672 3.57389
H 2.72956 -0.16347 2.98656
C 2.67544 -6.02742 0.37262
O 3.44437 -6.44302 -0.73845
C 4.22526 -5.41671 -1.31976
C 5.38067 -4.96368 -0.42655
N 6.23794 -3.98210 -1.13583
C 5.58535 -2.82840 -1.69090
C 6.57361 -2.06406 -2.59835
O 5.95666 -0.80292 -2.86414
C 6.51954 -0.17889 -4.01273
H 2.21589 -5.03862 0.26078
H 3.30555 -5.89564 1.25909
H 1.84396 -6.64617 0.70506
H 3.60686 -4.57479 -1.64671
H 4.58558 -5.83741 -2.25880
H 6.00742 -5.83909 -0.25181
H 5.14678 -4.50895 0.54295
H 6.95601 -3.70210 -0.48282
H 5.26739 -2.22084 -0.82881
H 4.75921 -2.89383 -2.39958
H 6.70799 -2.59109 -3.54422
H 7.51079 -1.88071 -2.06350
H 6.23385 -0.69001 -4.93175
H 7.60038 -0.03034 -3.93113
H 6.13424 0.83872 -3.92612
C -2.86671 2.89739 0.01619
O -3.01657 1.55675 -0.36415
C -3.04373 0.57264 0.66491
C -1.63842 0.39440 1.22151
N -0.62652 0.24848 0.12621
C 0.62822 0.20143 0.92916
C 1.92119 -0.12141 0.19240
O 2.33127 0.96069 -0.64212
C 3.16391 0.68516 -1.72217
H -3.65633 3.19908 0.71347
H -2.84530 3.51859 -0.87295
H -1.93611 2.95944 0.59382
H -3.38860 -0.32221 0.14627
H -3.69754 0.91538 1.47253
H -1.68246 -0.51430 1.82503
H -1.43577 1.25706 1.86003
H -0.70904 1.17265 -0.29619
H 0.41414 -0.66874 1.55634
H 0.74236 1.07013 1.57940
H 1.94919 -1.04966 -0.38631
H 2.75457 -0.18595 0.90333
H 2.58166 0.14522 -2.47730
H 3.99514 0.03060 -1.43072
H 3.66694 1.58356 -2.08235
C 1.56447 6.23846 -7.24185
O 1.35684 4.88083 -6.95127
C 1.86139 3.88920 -7.81356
C 1.86410 2.57726 -7.03969
N 0.48238 2.25287 -6.68662
C 0.51147 1.07431 -5.77035
C -0.88206 0.94651 -5.15665
O -1.32991 2.01264 -4.34030
C -2.41242 1.63578 -3.47255
H 2.63424 6.47307 -7.20633
H 1.05730 6.87481 -6.52109
H 1.23626 6.52453 -8.24610
H 2.90100 4.10512 -8.08682
H 1.23334 3.80519 -8.70336
H 2.52811 2.58527 -6.16802
H 2.16608 1.77140 -7.71598
H 0.17466 3.03119 -6.10736
H 1.22560 1.22736 -4.95057
H 0.83175 0.20370 -6.33983
H -0.91652 0.02804 -4.56363
H -1.66258 0.82040 -5.91489
H -2.67183 2.56320 -2.96291
H -1.98693 0.90672 -2.78522
H -3.28821 1.32073 -4.04119
C 3.68727 3.72997 5.48532
O 3.81995 3.07476 4.24620
C 4.18272 3.89162 3.13397
C 4.40614 3.07194 1.88345
N 5.62338 2.32958 2.15823
C 6.06437 1.40295 1.06883
C 7.32046 0.59118 1.38163
O 7.27050 -0.23146 2.54664
C 6.15358 -1.10282 2.51509
H 4.64346 4.12190 5.83964
H 3.24523 3.12102 6.27116
H 2.99604 4.57811 5.41232
H 5.07283 4.47323 3.38616
H 3.35616 4.60844 3.04596
H 4.51232 3.70296 1.00262
H 3.54690 2.39789 1.78330
H 5.46932 1.65640 2.90273
H 6.23576 1.95209 0.14126
H 5.19171 0.75735 0.91401
H 8.11092 1.32320 1.53635
H 7.45196 -0.04711 0.50149
H 5.17283 -0.63012 2.44646
H 6.22574 -1.67749 3.43856
H 6.25019 -1.83583 1.70381
C -5.51355 -3.88868 -3.53846
O -4.34004 -3.57630 -2.83324
C -3.63712 -4.67606 -2.24840
C -4.26118 -5.43997 -1.09689
N -4.20466 -4.78803 0.20882
C -4.85205 -3.45448 0.20021
C -4.71739 -2.89485 1.62200
O -5.62406 -3.57959 2.48744
C -5.64025 -2.95803 3.75014
H -6.24260 -4.41968 -2.92026
H -5.27528 -4.53671 -4.38916
H -5.99080 -2.98914 -3.91982
H -2.61363 -4.33448 -2.09660
H -3.54822 -5.43476 -3.03609
H -3.66767 -6.35658 -1.13357
H -5.28935 -5.67073 -1.39842
H -4.83699 -5.35201 0.77094
H -5.91669 -3.53989 -0.03704
H -4.38983 -2.77302 -0.51091
H -4.85878 -1.81344 1.52796
H -3.68898 -3.05366 1.95483
H -6.33251 -2.11259 3.66967
H -4.65508 -2.72943 4.16047
H -6.12261 -3.59505 4.49734
O -2.29006 5.99589 -0.13393
H -1.33057 5.95181 -0.27322
H -2.62371 5.19284 -0.52793
O 2.60459 -2.81460 2.78686
H 2.10217 -2.99062 1.96878
H 3.46943 -3.20889 2.63485

As for the HOMO energy: -8.961 eV. The total charge is 0. The LUMO energy is 0.098 eV. Its calculated total energy is -113449.951 eV. The molar mass comes out at 1182.43 Da.

Atomic partial charges in e from the Mulliken method, atoms 1 to 4: -0.101 -0.780 0.687 1.073